[1]
The following is a quantum chemistry calculation of a cluster of 6 separate species, C10H32O11 in total, from OMol25.

Computed properties:
SMILES string: OCCO.OCCO.OCCO.OCCO.OCCO.O
Kohn-Sham gap (Eh): 0.39062
Charge: 0
E_tot (eV): -33409.157
Spin multiplicity: 1
ΔE to the lowest compared entry with this formula, charge and spin (kcal per mole): 0.0
Lowest unoccupied orbital energy (eV): 0.64

The geometry in XYZ format:
```
53
Properties=species:S:1:pos:R:3:forces:R:3
C 1.749 2.507 -2.962 -0.75 -1.41 0.67
C 0.867 1.893 -1.816 0.25 2.31 0.10
O -0.420 2.532 -1.921 0.16 0.13 -0.13
O 1.073 2.517 -4.210 0.30 -0.01 0.51
H 2.682 1.952 -3.039 0.00 -0.28 -0.20
H 2.035 3.490 -2.654 -0.01 0.95 0.16
H 1.362 2.214 -0.856 -0.38 -0.62 -0.64
H 0.670 0.850 -1.856 0.53 -1.10 -0.23
H -1.053 2.041 -1.367 0.33 0.14 0.03
H 0.179 2.766 -3.945 -0.28 -0.01 -0.28
C -2.787 0.190 -0.153 -0.69 0.13 0.11
C -3.117 0.267 -1.620 -0.83 -1.44 -0.22
O -2.022 -0.411 -2.273 -0.64 1.17 -1.09
O -1.636 0.931 0.105 1.66 0.40 0.33
H -2.662 -0.856 0.194 -0.29 0.48 -0.26
H -3.583 0.709 0.388 -0.13 -0.43 0.17
H -3.274 1.301 -1.981 0.41 -0.41 0.24
H -4.087 -0.296 -1.800 0.99 0.54 0.05
H -1.895 0.023 -3.141 0.17 -0.51 0.56
H -0.818 0.380 0.044 -0.49 0.07 0.35
C 0.134 -3.811 3.738 -1.59 0.25 0.12
C 0.060 -2.418 4.287 0.36 0.79 -0.64
O 0.506 -1.498 3.298 0.02 1.00 0.63
O -0.662 -3.906 2.559 0.39 -0.34 0.04
H -0.220 -4.481 4.524 0.02 -0.31 0.00
H 1.099 -4.113 3.431 1.17 -0.05 -0.11
H 0.649 -2.253 5.184 0.16 -0.42 0.37
H -0.960 -2.099 4.485 -0.50 -0.59 0.41
H 0.191 -0.636 3.655 0.42 -0.32 -1.05
H -1.577 -3.810 2.810 -0.44 0.07 0.05
C -0.023 2.274 3.521 0.62 -1.20 2.31
C 0.975 2.880 2.558 -0.18 -0.11 1.28
O 2.041 1.988 2.348 -0.32 -0.15 -0.66
O -0.657 1.101 2.997 -0.17 0.88 -0.16
H -0.749 2.969 4.025 0.46 -0.33 -0.91
H 0.601 1.837 4.384 -0.75 0.88 -1.08
H 1.324 3.795 3.005 0.50 0.39 0.22
H 0.524 3.158 1.638 -0.68 0.24 -1.11
H 1.648 1.338 1.736 0.55 -0.33 0.24
H -1.055 1.367 2.153 -0.15 -0.46 -0.09
C 1.597 -1.530 -3.806 0.93 -0.21 -1.85
C 0.640 -2.413 -3.065 -1.44 -0.55 -0.49
O 0.258 -1.878 -1.791 0.71 -0.06 -0.08
O 0.870 -0.470 -4.443 -0.69 -1.57 1.23
H 2.311 -1.988 -4.596 -1.56 -0.15 1.04
H 2.305 -1.236 -3.064 0.50 1.10 0.78
H 1.137 -3.382 -2.852 -0.52 0.44 -0.21
H -0.289 -2.534 -3.716 1.11 -0.25 0.78
H -0.480 -1.245 -1.832 0.11 -0.39 -0.53
H 1.499 0.158 -4.724 0.86 1.54 -0.58
O 0.812 -0.432 0.776 0.04 0.67 -0.22
H 0.821 -1.007 1.575 0.12 -0.06 -0.60
H 1.407 -0.726 0.065 -0.41 -0.45 0.62
```
Positions in Å, forces in eV/Å.

The Mulliken scheme yields these atomic charges, measured in e: C -0.8696; C 1.2094; O -0.6821; O -0.5402; H 0.3389; H 0.4219; H -0.0355; H -0.4892; H 0.4043; H 0.3516; C -0.3721; C -0.6449; O -0.5226; O -0.4761; H 0.3323; H 0.3893; H 0.3312; H 0.3372; H 0.2788; H 0.2318; C -0.5961; C -0.3756; O -0.5167; O -0.4838; H 0.3193; H 0.3264; H 0.3180; H 0.3409; H 0.1981; H 0.2916; C -0.3011; C -0.4273; O -0.5455; O -0.4870; H 0.3274; H 0.2071; H 0.4131; H 0.2110; H 0.3989; H 0.2761; C -0.3208; C -0.4726; O -0.3491; O -0.4900; H 0.3771; H 0.2549; H 0.3162; H 0.2274; H 0.1880; H 0.2531; O -0.4842; H 0.3853; H 0.2257



[2]
The following is a quantum chemistry calculation of the molecule C4H4Br2ClN, from OMol25.

Computed properties:
Kohn-Sham gap (spin up / spin down) (Eh): 0.23536 / 0.30220
Charge: 0
E_tot (eV): -158304.294
Spin multiplicity: 3
Expectation value of S²: 2.0083
ΔE to the lowest compared entry with this formula, charge and spin (kcal per mole): 10.0
Lowest unoccupied orbital energy (spin up / spin down) (eV): 0.31 / -2.00

The geometry in XYZ format:
```
12
Properties=species:S:1:pos:R:3:forces:R:3
C 1.318 0.222 0.618 1.12 0.01 0.27
C -0.355 0.024 -0.996 -2.14 -0.29 -2.87
C -0.665 -0.556 1.376 -4.87 -1.16 0.56
C -1.408 -0.019 0.142 1.82 0.60 0.76
N 0.954 0.311 -0.536 1.09 0.39 0.15
Cl -0.519 -2.259 1.176 0.88 0.03 0.39
Br -3.050 -0.979 -0.367 0.01 0.32 0.02
Br -1.810 1.922 0.524 -0.08 -0.88 0.12
H 2.042 0.559 1.324 1.08 0.29 -0.33
H -0.423 -0.732 -1.885 0.29 0.53 2.28
H -0.642 0.911 -1.561 0.06 0.11 -0.18
H -1.053 -0.309 2.404 0.73 0.06 -1.18
```
Positions in Å, forces in eV/Å.

The Mulliken scheme yields these atomic charges, measured in e: C -0.0701; C -0.6499; C -0.2758; C 0.0427; N -0.3131; Cl -0.0903; Br -0.0640; Br -0.0699; H 0.3387; H 0.3196; H 0.4505; H 0.3816



[3]
The following is a quantum chemistry calculation of a structure of composition C6H3O5Tl, from OMol25.

Computed properties:
Kohn-Sham gap (spin up / spin down) (Eh): 0.18697 / 0.17769
Charge: +3
E_tot (eV): -21157.679
Spin multiplicity: 2
Expectation value of S²: 0.7716
ΔE to the lowest compared entry with this formula, charge and spin (kcal per mole): 35.5
Lowest unoccupied orbital energy (spin up / spin down) (eV): -17.00 / -17.21

The geometry in XYZ format:
```
15
Properties=species:S:1:pos:R:3:forces:R:3
C 1.647 -0.451 0.430 1.45 3.00 -0.81
C 0.337 -1.055 0.456 -2.20 -0.17 2.09
O -0.341 -3.376 0.472 3.68 3.61 -4.49
C 0.228 -2.484 -0.039 -5.20 -4.02 6.08
O 1.725 0.793 0.185 -6.76 -8.56 3.07
H 2.533 -1.083 0.580 0.10 0.17 -0.03
Tl 3.205 1.964 -0.200 7.88 6.40 -2.18
O -1.195 1.858 -0.728 1.76 0.09 3.43
C -1.890 0.895 -1.383 -1.93 0.67 -3.76
C -0.548 1.293 0.341 -3.12 2.31 -1.15
O -2.547 1.068 -2.360 0.98 -0.32 1.86
O -1.591 -0.291 -0.827 1.06 -1.46 2.35
C -0.773 -0.080 0.281 -0.84 -0.67 -5.49
H -0.464 1.911 1.232 0.96 0.37 -0.18
H -0.326 -0.960 1.560 2.18 -1.44 -0.80
```
Positions in Å, forces in eV/Å.

The Mulliken scheme yields these atomic charges, measured in e: C 0.1859; C 0.3178; O 0.1092; C 0.3082; O -0.2716; H 0.5143; Tl 0.5498; O -0.0972; C 0.4902; C 0.0909; O -0.1617; O -0.2146; C 0.2124; H 0.4507; H 0.5158



[4]
The following is a quantum chemistry calculation of the molecule C6H5BClNO3, from OMol25.

Computed properties:
SMILES string: O=C=Cn1ccc(Cl)c1B(O)O
Kohn-Sham gap (Eh): 0.30902
Charge: 0
E_tot (eV): -27133.523
Spin multiplicity: 1
Lowest unoccupied orbital energy (eV): 0.07

The geometry in XYZ format:
```
17
Properties=species:S:1:pos:R:3:forces:R:3
B -0.670 -1.639 -0.069 1.74 1.29 -3.16
C 0.105 1.743 -1.626 -0.33 -2.33 3.68
C 0.554 1.896 -0.247 -2.26 -2.15 -4.68
C -0.524 -0.140 -0.490 0.49 -0.34 2.92
C -0.517 0.424 -1.703 1.78 2.30 -0.66
C 0.522 1.390 2.558 1.45 0.65 -0.44
C 0.673 0.331 1.725 -0.74 -0.64 1.69
N 0.152 0.734 0.404 0.32 -0.69 -0.12
O 0.667 2.456 3.029 -0.72 -1.62 -0.09
O -1.351 -2.228 0.856 -2.40 -0.80 2.98
O 0.097 -2.344 -0.933 0.62 1.49 -1.11
Cl -0.517 -0.274 -3.283 -0.87 -0.38 0.14
H 0.072 2.176 -2.584 0.77 1.76 -0.39
H 1.130 2.668 0.139 0.78 0.99 1.04
H 0.950 -0.770 2.235 -0.95 3.22 -2.19
H -1.488 -3.174 0.772 0.16 -0.02 0.10
H 0.145 -3.248 -0.783 0.16 -2.74 0.30
```
Positions in Å, forces in eV/Å.

The Mulliken scheme yields these atomic charges, measured in e: B 0.5493; C -0.6712; C -0.4394; C -0.2167; C 0.3804; C 0.4964; C -0.3195; N 0.1499; O -0.3784; O -0.4665; O -0.5297; Cl -0.2071; H 0.4257; H 0.4294; H 0.2525; H 0.2913; H 0.2536



[5]
The following is a quantum chemistry calculation of the molecule C3H6P2, from OMol25.

Computed properties:
SMILES string: CC1=P#P1C
Kohn-Sham gap (Eh): 0.29237
Charge: 0
E_tot (eV): -21782.793
Spin multiplicity: 1
ΔE to the lowest compared entry with this formula, charge and spin (kcal per mole): 37.9
Lowest unoccupied orbital energy (eV): -0.03

The geometry in XYZ format:
```
11
Properties=species:S:1:pos:R:3:forces:R:3
C 0.221 1.229 -0.319 -0.80 -2.88 0.20
C 1.382 0.980 -1.238 1.78 2.95 0.94
C -1.168 -1.561 1.349 2.09 1.08 -3.04
P -1.380 1.649 -0.240 1.01 -0.41 0.73
P -0.351 0.314 1.313 -0.62 0.70 0.32
H 1.724 2.085 -1.596 -0.10 -2.51 1.05
H 1.086 0.585 -2.159 -0.82 -0.94 -1.35
H 2.233 0.313 -0.837 -1.31 1.50 -0.35
H -0.426 -2.295 1.752 -0.88 0.82 0.24
H -1.136 -1.758 0.234 -0.67 -0.23 1.12
H -2.184 -1.541 1.741 0.33 -0.07 0.12
```
Positions in Å, forces in eV/Å.

The Mulliken scheme yields these atomic charges, measured in e: C 0.1761; C -0.7529; C -0.9206; P -0.1479; P -0.0106; H 0.2444; H 0.3113; H 0.2594; H 0.2996; H 0.2547; H 0.2864